Record 1
# C2F3O4P

2 unconnected molecules or ions with the total composition C2F3O4P at a distorted geometry (the ωB97M-V functional and the def2-TZVPD basis, the OMol25 dataset).

Positions of all 10 atoms, in Å:
C  0.21881  -0.36641  -0.29446
C  -0.83524  1.73970  -0.52164
O  -0.18044  -1.47250  2.06977
O  0.18740  -3.03134  0.13823
O  0.81441  -0.47934  -1.28484
O  2.08632  -1.65731  0.93539
F  -1.95201  1.85146  0.20979
F  -0.14286  2.85978  -0.18496
F  -1.25426  1.98038  -1.83339
P  0.64021  -1.89307  0.95507

The calculation puts the HOMO energy at -0.332 eV. As for the total charge: -2. The lowest unoccupied orbital energy comes out at 6.761 eV.

***

Record 2
# C11H30ClHfI2N2P2S

A molecular structure, C11H30ClHfI2N2P2S at a distorted geometry (the ωB97M-V functional and the def2-TZVPD basis, the OMol25 dataset).

Positions of all 50 atoms, in Å:
I  0.18263  0.79800  -5.25108
I  -0.59690  2.38918  -2.85940
Hf  -0.13196  -0.43460  -2.15205
P  -2.80155  0.00981  -1.72536
C  -3.81351  1.08006  -0.65556
C  -3.38916  0.38858  -3.39514
H  -4.48720  0.31440  -3.45212
H  -4.63127  -1.52142  -1.56697
H  -2.91684  -0.30012  -4.11502
H  -3.12947  -2.33828  -2.07297
H  -3.60324  2.15292  -0.81929
H  -3.05684  1.39973  -3.68418
C  -3.55231  -1.58250  -1.41277
H  -4.89570  0.90259  -0.83144
H  -3.34145  -1.90212  -0.39259
H  -3.60974  0.85752  0.41344
P  2.51635  0.02702  -1.75896
C  3.46940  1.10127  -0.63480
C  3.31105  -1.55214  -1.43643
H  2.66424  -0.27016  -4.13541
H  4.23876  0.34158  -3.48235
H  2.79815  1.42933  -3.70822
C  3.13948  0.42363  -3.41141
H  2.89554  -2.32686  -2.08175
H  4.39031  -1.48930  -1.60254
H  4.56744  0.95832  -0.74521
H  3.20488  0.86359  0.41897
H  3.12256  -1.86891  -0.40877
H  3.24360  2.17385  -0.79513
Cl  -0.15499  -2.34718  -3.48966
C  1.34405  1.92379  2.68164
C  -0.11414  1.53683  2.79318
N  -0.48100  0.48022  1.79557
C  0.08034  -0.73434  1.64411
S  -0.13355  -1.59691  0.13027
N  0.86351  -1.20431  2.62656
C  0.63296  -1.03218  4.12355
C  -0.80007  -1.36812  4.51172
H  1.98147  1.06310  2.90405
H  1.51061  2.73022  3.40659
H  1.60444  2.28947  1.67874
H  -0.38775  1.16383  3.79366
H  -0.71106  2.45046  2.63575
H  -1.31777  0.65227  1.25778
H  1.49172  -1.93299  2.37538
H  1.28908  -1.71867  4.68265
H  0.94464  0.00882  4.34633
H  -1.02676  -2.41436  4.25111
H  -0.87818  -1.25720  5.60552
H  -1.52480  -0.71768  4.00000

The calculation puts the HOMO energy at -18.705 eV. As for the total charge: +3. The lowest unoccupied orbital energy comes out at -13.078 eV.

***

Record 3
# C34H26AsBF4N3O7PSV

A molecular structure, C34H26AsBF4N3O7PSV (the ωB97M-V functional and the def2-TZVPD basis, the OMol25 dataset).

Positions of all 79 atoms, in Å:
V  -0.77953  1.47366  1.83031
O  -4.09103  3.29423  2.82895
C  -3.08687  3.15989  2.21595
O  -2.38976  1.97323  2.30471
C  -2.51529  4.17614  1.29120
C  -3.21695  5.36821  1.14605
C  -2.76061  6.30450  0.24663
C  -1.64110  6.10085  -0.53545
C  -0.93687  4.92558  -0.37627
C  -1.35891  3.95732  0.53719
O  -0.71676  2.78814  0.65818
N  0.24706  4.71018  -1.21587
O  1.15809  4.06021  -0.73515
O  0.25565  5.24712  -2.30144
N  -3.50963  7.57397  0.08868
O  -3.08637  8.35941  -0.73073
O  -4.48329  7.72585  0.79070
H  -4.11015  5.54909  1.72777
H  -1.32499  6.84231  -1.25315
S  0.73072  2.66217  3.02994
C  1.07752  1.59695  4.29370
N  1.36789  0.86855  5.13872
F  -0.60026  -0.03252  2.75101
B  -3.12305  -1.21338  2.48971
F  -2.77184  -2.47821  2.54038
F  -2.90435  -0.54320  1.34993
F  -3.65753  -0.59714  3.51159
C  -0.19717  -1.73233  0.07009
C  -1.32679  -2.28086  -0.78357
As  -1.07739  -4.22091  -1.17970
C  0.59397  -4.06261  -2.17755
C  0.98391  -2.91449  -2.85829
C  2.16260  -2.89095  -3.59429
C  2.96502  -4.01912  -3.65959
C  2.57817  -5.17535  -2.99344
C  1.39897  -5.19742  -2.26483
C  -0.32754  -4.69667  0.56614
C  1.02768  -4.63686  0.88544
C  1.45592  -4.89478  2.18043
C  0.53500  -5.21442  3.17001
C  -0.81353  -5.29694  2.85553
C  -1.23953  -5.04768  1.55787
P  0.11598  0.05577  0.02822
C  1.78319  0.33845  0.60268
C  2.27212  -0.44490  1.65682
C  3.49787  -0.14044  2.21994
C  4.23391  0.93584  1.74084
C  3.75294  1.71075  0.69029
C  2.52661  1.42365  0.12453
C  -0.15370  0.73894  -1.60248
C  0.85630  0.73620  -2.56349
C  0.59504  1.23660  -3.82953
C  -0.66384  1.73377  -4.13757
C  -1.67501  1.72545  -3.18433
C  -1.42247  1.22789  -1.91689
H  0.76694  -2.12401  -0.27720
H  -0.28962  -2.03746  1.11318
H  -1.41510  -1.76778  -1.74307
H  -2.28887  -2.19027  -0.28381
H  0.36451  -2.02341  -2.84658
H  2.44741  -1.99065  -4.12663
H  3.88215  -4.00394  -4.23401
H  3.19308  -6.06463  -3.04672
H  1.10979  -6.10834  -1.75203
H  1.75869  -4.40324  0.11954
H  2.51331  -4.85836  2.41386
H  0.87008  -5.41201  4.18018
H  -1.53455  -5.56207  3.61831
H  -2.29489  -5.12840  1.32051
H  1.69439  -1.26889  2.05699
H  3.86947  -0.73166  3.04575
H  5.18909  1.17467  2.19037
H  4.32955  2.54934  0.32330
H  2.13574  2.05409  -0.66234
H  1.84189  0.35240  -2.32807
H  1.37806  1.24085  -4.57635
H  -0.85823  2.13046  -5.12542
H  -2.65806  2.10464  -3.42990
H  -2.21483  1.21899  -1.17633

The calculation puts the HOMO energy (spin up / spin down) at -10.983 / -10.983 eV. As for the total charge: +1. The lowest unoccupied orbital energy (spin up / spin down) comes out at -5.808 / -5.807 eV.

***

Record 4
# C21H15CoN3O6

A molecular structure, C21H15CoN3O6 at a distorted geometry (the ωB97M-V functional and the def2-TZVPD basis, the OMol25 dataset).

Positions of all 46 atoms, in Å:
Co  -0.31881  0.30552  -0.27339
O  -4.46271  -0.61037  -0.40752
C  -3.16930  -0.30262  -0.17581
O  -2.29727  -0.58932  -1.02357
C  -2.85890  0.35496  1.05496
C  -3.75987  0.57543  2.10810
C  -3.31593  1.17470  3.26794
C  -1.97287  1.56886  3.36400
C  -1.12737  1.36912  2.27840
N  -1.55194  0.75659  1.15140
C  0.27519  1.79272  2.20604
O  0.79337  2.54135  3.19087
O  0.98777  1.49129  1.25497
H  -4.53378  -1.02684  -1.27940
H  -4.78147  0.25355  1.97902
H  -3.97905  1.35097  4.10185
H  -1.62963  2.02048  4.28515
H  0.14741  2.74281  3.88029
O  -0.69970  1.77169  -1.20105
C  -0.44784  2.04983  -2.43832
C  -1.06692  3.17554  -3.03342
C  -0.80064  3.54168  -4.32882
C  0.13397  2.83344  -5.08944
C  0.75537  1.73568  -4.54342
C  0.46251  1.29774  -3.24516
C  1.12756  0.16418  -2.70688
N  0.91421  -0.28310  -1.50845
N  1.67153  -1.30219  -1.06363
C  1.27238  -1.70589  0.11960
O  0.23897  -1.19582  0.68241
C  2.07722  -2.69814  0.83819
C  1.56052  -3.35428  1.95185
C  2.38338  -4.15694  2.71866
C  3.72286  -4.29808  2.39156
C  4.23385  -3.66485  1.26889
C  3.41340  -2.87654  0.48589
H  -1.76926  3.72589  -2.42723
H  -1.31193  4.38761  -4.76540
H  0.37591  3.15092  -6.09365
H  1.48825  1.18325  -5.11184
H  1.87276  -0.34887  -3.30699
H  0.52015  -3.21177  2.20118
H  1.98849  -4.66471  3.58556
H  4.37134  -4.88846  3.02320
H  5.27850  -3.77606  1.01668
H  3.78833  -2.36098  -0.38327

Its expectation value of S² is 3.796. The calculation puts the HOMO energy (spin up / spin down) at -5.933 / -7.904 eV. The lowest unoccupied orbital energy (spin up / spin down) comes out at -0.604 / -1.088 eV. The spin multiplicity is 4.